(1)
54
Properties=species:S:1:pos:R:3 method="wB97M-V/def2-TZVPD" de_lowest_kj_mol=16.2 smiles="CCOC(=O)[C@H]1CCCN(C(=O)CNC(=O)Cn2ccc3ccccc3c2=O)C1" e_lumo_ha=0.0159 total_energy_ev=-36893.033
C -2.12373 -4.02183 2.06500
C -2.84308 -2.99863 1.19933
O -2.20391 -1.72108 1.26892
C -1.15798 -1.51868 0.46555
O -0.75755 -2.32830 -0.33029
C -0.56750 -0.13004 0.61701
C -1.42818 0.87135 -0.17937
C -2.55039 1.40043 0.70570
C -1.94667 2.23149 1.84339
N -0.61547 1.75248 2.17944
C 0.35445 2.66154 2.40316
O 0.12706 3.85713 2.41877
C 1.77303 2.14815 2.66858
N 2.40495 1.60789 1.48727
C 2.87796 0.35697 1.41331
O 2.74707 -0.48158 2.28466
C 3.61643 0.06081 0.09468
N 2.68088 -0.21523 -0.97858
C 2.38104 -1.50918 -1.30111
C 1.48879 -1.82462 -2.25981
C 0.81491 -0.78423 -2.96318
C -0.14671 -1.03523 -3.95136
C -0.77624 0.00439 -4.59263
C -0.46507 1.32751 -4.27397
C 0.47401 1.59788 -3.30802
C 1.12208 0.55130 -2.64253
C 2.08358 0.86669 -1.59896
O 2.36271 2.00947 -1.24236
C -0.47342 0.32210 2.08862
H -2.07237 -3.67625 3.09464
H -2.65891 -4.96637 2.03330
H -1.11353 -4.17551 1.69393
H -3.86143 -2.82599 1.55380
H -2.86018 -3.32776 0.15551
H 0.42633 -0.17266 0.16934
H -0.79887 1.70310 -0.50200
H -1.82393 0.38961 -1.07531
H -3.11847 0.55860 1.10379
H -3.23158 2.02164 0.12445
H -1.83828 3.27845 1.55110
H -2.58503 2.19030 2.73355
H 2.34643 3.01438 3.01643
H 1.78589 1.37882 3.44439
H 2.47441 2.20208 0.66362
H 4.25692 -0.80842 0.24730
H 4.21850 0.92922 -0.18698
H 2.89894 -2.26184 -0.72728
H 1.26482 -2.85332 -2.48090
H -0.38738 -2.05936 -4.19435
H -1.51819 -0.19967 -5.35099
H -0.96492 2.13499 -4.78730
H 0.73334 2.61103 -3.03976
H 0.46694 -0.01573 2.52069
H -1.29254 -0.12827 2.65785

---

(2)
50
Properties=species:S:1:pos:R:3 method="wB97M-V/def2-TZVPD" de_lowest_kj_mol=247.5 smiles=C[C@H](CN(C)C)Nc1c2[nH+]c3ccccc3c-2n(C)c2ccccc12 charge=+1 e_lumo_ha=-0.1489 total_energy_ev=-28135.001
C 2.54927 1.52010 -2.73525
C 1.33270 0.99508 -1.92377
C 0.61921 2.20930 -1.18305
N -0.58934 2.66619 -1.90630
C -0.39622 3.23994 -3.17545
C -1.33449 3.73824 -1.09956
N 1.93242 -0.01563 -1.03011
C 1.19247 -0.77277 -0.17341
C -0.14884 -0.93261 -0.03562
N -1.13012 -0.27450 -0.75655
C -2.30836 -0.49460 -0.26915
C -3.61437 -0.03539 -0.43057
C -4.63535 -0.29353 0.35150
C -4.48416 -1.15273 1.42187
C -3.19266 -1.64724 1.69113
C -2.11769 -1.34245 0.83033
C -0.71037 -1.58123 0.96646
N 0.01874 -2.45705 1.86273
C -0.61391 -3.77711 2.10640
C 1.36391 -2.20293 1.85158
C 2.07400 -2.57641 2.97298
C 3.43442 -2.33128 3.15803
C 4.01352 -1.31884 2.36824
C 3.27355 -0.78330 1.27906
C 1.95715 -1.27791 0.99005
H 3.06505 0.66392 -3.08479
H 2.22328 2.20251 -3.53153
H 3.25716 2.02353 -1.94167
H 0.62849 0.39915 -2.57090
H 0.40045 1.79053 -0.24539
H 1.30646 3.05062 -1.05421
H -1.11447 3.98385 -3.32918
H -0.51382 2.49235 -4.00017
H 0.57883 3.67875 -3.43982
H -1.60151 3.38416 -0.05033
H -0.72574 4.68610 -1.10094
H -2.24769 4.03214 -1.54453
H 2.88377 -0.02068 -0.82880
H -0.92713 0.34543 -1.60151
H -3.84572 0.54886 -1.34195
H -5.59234 0.16661 0.10221
H -5.41006 -1.46867 1.91299
H -3.03445 -2.16739 2.66921
H -1.43995 -4.07228 1.36831
H 0.12865 -4.57462 2.27384
H -0.98197 -3.69102 3.12108
H 1.59984 -3.17269 3.72330
H 4.08199 -2.51587 4.03853
H 5.01784 -0.88666 2.52675
H 3.77756 0.02003 0.79794